{
  "formula": "C20H58N2O18PY",
  "method": "the ωB97M-V functional and the def2-TZVPD basis",
  "elements": ["Y", "P", "O", "O", "O", "O", "C", "C", "C", "O", "C", "N", "H", "H", "H", "H", "H", "H", "H", "H", "H", "H", "H", "C", "C", "C", "O", "C", "N", "H", "H", "H", "H", "H", "H", "H", "H", "H", "H", "H", "C", "C", "O", "O", "H", "H", "H", "H", "H", "H", "C", "C", "O", "O", "H", "H", "H", "H", "H", "H", "C", "C", "O", "O", "H", "H", "H", "H", "H", "H", "C", "C", "O", "O", "H", "H", "H", "H", "H", "H", "C", "C", "O", "O", "H", "H", "H", "H", "H", "H", "C", "C", "O", "O", "H", "H", "H", "H", "H", "H"],
  "positions_angstrom": [[-17.74272, -13.54624, -24.15358], [-18.37733, -10.95560, -24.66275], [-18.74525, -12.13782, -25.62715], [-16.93422, -11.48000, -24.54965], [-18.66323, -11.65221, -23.33683], [-18.54991, -9.50056, -25.09943], [-21.82704, -14.80659, -23.17870], [-20.38334, -14.37803, -23.16206], [-19.57707, -14.93918, -21.98942], [-18.29385, -14.39216, -22.03314], [-17.90773, -14.14608, -20.68587], [-19.76041, -14.74768, -24.40130], [-21.95335, -15.85911, -22.92504], [-22.43605, -14.55375, -24.04661], [-22.36544, -14.41873, -22.31396], [-20.34663, -13.28881, -23.14349], [-19.39982, -16.01443, -22.01247], [-20.15584, -14.79803, -21.07663], [-16.82595, -14.23484, -20.78572], [-18.14704, -14.84258, -19.88231], [-18.34096, -13.16513, -20.49057], [-20.07322, -15.69298, -24.57061], [-20.13596, -14.13858, -25.11409], [-18.43807, -14.58764, -28.25108], [-17.60574, -15.04344, -27.07603], [-16.45802, -16.06662, -27.44412], [-17.08431, -17.32471, -27.72341], [-16.10892, -18.31074, -28.25177], [-16.92650, -13.91383, -26.34570], [-17.80119, -14.32425, -29.09553], [-19.12962, -13.77371, -28.03342], [-19.02351, -15.47371, -28.49650], [-18.26393, -15.40624, -26.28655], [-15.80726, -16.17659, -26.57664], [-15.85863, -15.66007, -28.25871], [-16.60450, -19.28031, -28.30108], [-15.20064, -18.41204, -27.65774], [-15.78846, -18.27128, -29.29285], [-16.07949, -13.69166, -26.84900], [-17.52817, -13.15288, -26.62684], [-22.13860, -10.70317, -26.67168], [-22.25430, -12.15732, -26.02292], [-21.17819, -12.95936, -26.27916], [-22.13204, -10.64343, -28.07821], [-21.25567, -10.13112, -26.38657], [-23.02971, -10.13879, -26.39688], [-23.12124, -12.77574, -26.25544], [-22.36458, -11.95173, -24.95818], [-20.34431, -12.49025, -26.35758], [-21.19818, -10.68370, -28.29705], [-21.98280, -6.39613, -25.06853], [-20.72263, -7.21185, -24.87257], [-19.79810, -7.37223, -25.99775], [-22.60873, -7.00619, -26.24976], [-21.77478, -5.37352, -25.38330], [-22.66612, -6.44928, -24.22098], [-21.08299, -8.23691, -24.78599], [-20.16716, -6.87944, -23.99560], [-19.27713, -8.14282, -25.76031], [-21.81180, -7.05931, -26.78239], [-16.27349, -7.48276, -25.22439], [-15.17487, -8.45392, -25.52288], [-15.53570, -9.74829, -26.01918], [-17.17759, -7.83182, -24.16916], [-16.90029, -7.39219, -26.11153], [-15.93985, -6.50404, -24.87958], [-14.70643, -8.76487, -24.58908], [-14.47440, -8.03594, -26.24587], [-16.09279, -10.28866, -25.45415], [-17.82547, -8.43875, -24.53451], [-20.81976, -9.33506, -22.11556], [-21.22887, -8.46820, -20.87566], [-22.26953, -7.54662, -21.31423], [-20.32039, -10.58052, -21.73903], [-20.04285, -8.84196, -22.69983], [-21.59183, -9.29787, -22.88408], [-20.37839, -7.93674, -20.44866], [-21.60217, -9.03940, -20.02568], [-23.11895, -7.89214, -21.03014], [-19.82218, -10.89696, -22.49618], [-16.49780, -9.97760, -21.50636], [-15.97199, -8.66025, -20.88790], [-15.55895, -7.83690, -21.89732], [-15.52699, -10.74034, -22.19528], [-17.13470, -9.63655, -22.32253], [-17.04033, -10.60260, -20.79704], [-15.00199, -8.87770, -20.44080], [-16.64454, -8.00366, -20.33593], [-16.16417, -7.85306, -22.64234], [-15.85714, -10.64873, -23.09205], [-19.02593, -9.12080, -28.56005], [-18.03013, -9.09857, -29.77678], [-16.71520, -9.46950, -29.31365], [-19.20325, -10.39174, -28.08567], [-19.94218, -8.53743, -28.65095], [-18.45856, -8.57575, -27.80565], [-17.79181, -8.05209, -29.96697], [-18.26521, -9.67842, -30.66932], [-16.79613, -9.72842, -28.39278], [-19.15547, -10.36220, -27.12732]],
  "e_lumo_ev": [-3.499, -8.063],
  "orbital_gap_ha": [0.2962, 0.1285],
  "s_squared": 0.76,
  "charge": 1,
  "spin_multiplicity": 2,
  "e_homo_ev": [-11.6, -11.6]
}